[1]
This record from the OMol25 dataset describes 4 unconnected molecules or ions with the total composition C2H10O3. The level of theory is ωB97M-V/def2-TZVPD.

energy relative to the best compared isomer or geometry (same formula, charge and spin) = 24.17 kcal per mole
net charge = 0
structure (SMILES) = C=C.O.O.O
F_max = 1.2 eV/A
LUMO = 0.36 eV
HOMO = -10.20 eV

Positions of all 15 atoms, in Å:
C1 3.050 1.701 3.142
C2 2.372 0.583 3.328
H1 3.113 2.299 2.243
H2 3.706 2.048 3.938
H3 1.850 0.097 2.507
H4 2.171 0.118 4.285
H5 -1.583 0.000 -0.946
H6 -0.964 -1.086 -1.692
O1 -1.723 -0.490 -1.769
H7 -1.466 1.495 -2.735
H8 -2.740 1.384 -3.601
O2 -2.131 1.998 -3.191
H9 -0.653 -3.865 0.290
H10 -1.379 -2.793 -0.489
O3 -0.496 -3.172 -0.362

[2]
This record from the OMol25 dataset describes a molecular structure, C2H11BClNO2Si2. The level of theory is ωB97M-V/def2-TZVPD.

net charge = 0
F_max = 1.3 eV/A
LUMO = 0.36 eV
HOMO = -9.46 eV

Positions of all 20 atoms, in Å:
C1 1.943 -0.911 0.761
N1 0.928 -0.417 -0.167
C2 1.350 -0.528 -1.568
B1 0.371 0.848 0.188
O1 1.034 1.642 1.127
Si1 -1.319 1.608 -0.574
O2 -2.698 0.656 -0.323
Si2 -2.626 -0.630 0.685
Cl1 -2.027 -2.288 -0.410
H1 1.503 -1.026 1.739
H2 2.258 -1.893 0.434
H3 2.823 -0.280 0.825
H4 1.737 -1.525 -1.726
H5 0.478 -0.452 -2.204
H6 2.093 0.207 -1.852
H7 0.675 1.544 2.026
H8 -1.216 1.861 -2.031
H9 -1.598 2.922 0.046
H10 -3.971 -0.942 1.183
H11 -1.738 -0.396 1.839

[3]
This record from the OMol25 dataset describes a molecular structure, C2H11BGaNO3PPbS. The level of theory is ωB97M-V/def2-TZVPD.

net charge = +1
F_max = 1.4 eV/A
LUMO = -6.75 eV
HOMO = -10.69 eV

Positions of all 22 atoms, in Å:
C1 3.380 -0.541 0.032
O1 2.565 0.569 0.356
C2 1.420 0.221 1.115
Ga1 -0.127 -0.157 -0.125
S1 0.497 -0.504 -2.205
P1 -1.751 -1.850 0.405
N1 -1.814 -2.719 -0.907
B1 -1.447 1.683 -0.272
O2 -2.502 1.758 0.514
O3 -1.114 2.597 -1.183
H1 2.799 -1.343 -0.437
H2 3.871 -0.936 0.926
H3 4.128 -0.202 -0.679
H4 1.621 -0.671 1.721
H5 1.223 1.064 1.778
H6 1.329 0.551 -2.236
H7 -1.372 -2.518 1.589
H8 -2.982 -1.243 0.751
H9 -1.583 -3.700 -0.802
H10 -3.269 2.482 -0.065
H11 -0.213 2.603 -1.513
Pb1 -4.661 2.860 1.239

[4]
This record from the OMol25 dataset describes a molecular structure, C2H11BNbO. The level of theory is ωB97M-V/def2-TZVPD.

net charge = -1
F_max = 1.8 eV/A
LUMO = 2.91 eV
HOMO = -3.61 eV

Positions of all 16 atoms, in Å:
C1 1.653 -1.187 0.139
C2 1.372 0.143 -0.617
B1 0.202 0.904 0.160
O1 0.546 1.964 1.000
Nb1 -2.023 0.148 -0.114
H1 2.711 -1.297 0.321
H2 1.284 -2.013 -0.438
H3 1.154 -1.195 1.097
H4 2.274 0.737 -0.698
H5 0.969 -0.094 -1.583
H6 1.226 1.696 1.634
H7 -2.691 1.810 0.275
H8 -1.649 0.636 -1.861
H9 -1.358 -1.523 -0.499
H10 -1.927 -0.263 1.667
H11 -3.743 -0.467 -0.483

[5]
This record from the OMol25 dataset describes 2 unconnected molecules or ions with the total composition C2H11N2. The level of theory is ωB97M-V/def2-TZVPD.

energy relative to the best compared isomer or geometry (same formula, charge and spin) = 30.53 kcal per mole
net charge = +1
F_max = 5.2 eV/A
LUMO = -3.54 eV
HOMO = -14.56 eV

Positions of all 15 atoms, in Å:
N1 0.564 2.300 0.945
H1 0.528 2.483 -0.009
H2 0.029 3.063 1.406
H3 -1.536 -0.636 0.871
H4 1.533 2.241 1.360
C1 -0.077 -0.666 -1.695
C2 -0.002 -1.311 -0.365
N2 -0.528 -0.700 0.902
H5 -0.115 -1.354 -2.667
H6 -1.031 -0.016 -1.907
H7 0.712 0.144 -1.824
H8 -0.542 -2.332 -0.398
H9 1.009 -1.771 -0.217
H10 -0.089 0.191 1.083
H11 -0.282 -1.353 1.734

[6]
This record from the OMol25 dataset describes 2 unconnected molecules or ions with the total composition C2H11N2. The level of theory is ωB97M-V/def2-TZVPD.

energy relative to the best compared isomer or geometry (same formula, charge and spin) = 23.00 kcal per mole
net charge = +1
F_max = 4.1 eV/A
LUMO = -3.16 eV
HOMO = -15.94 eV

Positions of all 15 atoms, in Å:
N1 -0.245 1.865 1.178
H1 -0.897 1.729 1.959
H2 0.107 0.584 0.027
H3 0.594 2.258 1.621
H4 -0.698 2.779 0.959
C1 -0.648 -0.546 -1.622
N2 0.322 -0.349 -0.439
C2 0.580 -1.300 0.628
H5 -1.664 -0.439 -1.270
H6 -0.427 -1.635 -1.815
H7 -0.154 0.037 -2.394
H8 1.225 -0.136 -0.859
H9 1.135 -0.833 1.451
H10 -0.380 -1.625 1.055
H11 1.167 -2.106 0.193

[7]
This record from the OMol25 dataset describes 2 unconnected molecules or ions with the total composition C2H11N2O. The level of theory is ωB97M-V/def2-TZVPD.

energy relative to the best compared isomer or geometry (same formula, charge and spin) = 27.10 kcal per mole
net charge = +1
F_max = 4.1 eV/A
LUMO = -3.05 eV
HOMO = -14.03 eV

Positions of all 16 atoms, in Å:
C1 1.379 1.719 -0.815
N1 1.078 0.265 -0.775
H1 2.258 1.866 -1.464
H2 1.700 2.007 0.247
H3 0.588 2.281 -1.164
H4 1.857 -0.220 -0.410
H5 0.343 0.201 0.007
H6 0.836 -0.123 -1.686
N2 -1.369 -1.191 -0.391
C2 -1.326 -1.097 1.118
O1 -0.305 -0.078 1.455
H7 -2.044 -0.589 -0.747
H8 -1.308 -2.160 -0.800
H9 -1.015 -2.079 1.629
H10 -2.322 -0.847 1.377
H11 -0.351 0.044 2.418

[8]
This record from the OMol25 dataset describes 2 unconnected molecules or ions with the total composition C2H11N2O. The level of theory is ωB97M-V/def2-TZVPD.

energy relative to the best compared isomer or geometry (same formula, charge and spin) = 48.16 kcal per mole
net charge = +1
F_max = 5.8 eV/A
LUMO = -3.75 eV
HOMO = -13.49 eV

Positions of all 16 atoms, in Å:
N1 -0.944 0.780 -0.488
C1 0.505 0.621 -1.183
C2 1.017 -0.803 -1.102
N2 1.338 -1.335 0.282
H1 -1.593 0.297 -1.188
H2 -1.047 0.234 0.438
H3 -1.190 1.876 -0.388
H4 0.419 1.104 -2.200
H5 1.180 1.291 -0.702
H6 0.355 -1.654 -1.455
H7 2.095 -0.824 -1.566
H8 0.508 -1.126 0.804
H9 1.403 -2.240 0.053
H10 -1.277 1.439 2.481
H11 -1.965 -0.044 2.411
O1 -1.348 0.578 2.058

Number 1: Kohn-Sham gap 0.388 hartree. Number 2: Kohn-Sham gap 0.361 hartree. Number 3: Kohn-Sham gap 0.145 hartree. Number 4: Kohn-Sham gap 0.240 hartree. Number 5: Kohn-Sham gap 0.405 hartree. Number 6: Kohn-Sham gap 0.470 hartree. Number 7: Kohn-Sham gap 0.404 hartree. Number 8: Kohn-Sham gap 0.358 hartree.